1.
23
Properties=species:S:1:pos:R:3:mulliken_charge:R:1 method="wB97M-V/def2-TZVPD" charge=0 homo_energy_ev="-9.128 / -7.834" relative_energy_kcal_mol=122.5 homo_lumo_gap_ev="8.605 / 6.846" spin_multiplicity=1 e_tot_ha=-612.5661
O -0.002 -3.220 1.304 -0.63
O 0.868 0.167 0.832 -0.32
O -1.339 -1.941 0.085 -0.33
C -0.294 -2.087 0.893 0.66
C -0.952 0.166 -0.886 1.23
C 1.226 1.140 -1.346 -0.57
C 1.412 -1.324 2.542 -1.43
C 0.570 -0.977 1.395 0.53
C 0.349 0.475 -0.382 0.12
C -1.887 -0.699 -0.044 -0.51
C -0.420 1.118 -3.035 -0.40
C 0.870 1.381 -2.661 -0.51
C -1.334 0.504 -2.151 -0.77
H 2.062 1.571 -0.840 0.45
H 0.741 -1.562 3.283 0.30
H -2.698 -0.997 -0.758 0.46
H -0.671 1.311 -4.149 0.25
H -2.378 0.519 -2.324 0.43
H 1.726 1.715 -3.356 0.29
H -2.044 -0.222 0.967 -0.06
H 2.175 -0.675 2.770 0.43
H -1.525 -0.406 2.282 0.08
H 1.942 -2.330 2.326 0.30

***

2.
24
Properties=species:S:1:pos:R:3:mulliken_charge:R:1 method="wB97M-V/def2-TZVPD" charge=-1 homo_energy_ev=-1.974 homo_lumo_gap_ev=5.263 spin_multiplicity=1 e_tot_ha=-954.1383
P 2.198 -2.279 -0.056 -0.36
O -2.923 -0.655 1.413 -0.60
O 0.479 -2.061 -0.539 -0.42
O -0.305 -1.091 1.418 -0.76
C 1.867 0.485 -0.220 -0.24
C 3.690 1.868 0.572 -0.19
C -2.841 -1.211 0.164 0.56
C 3.874 -0.446 0.679 -0.68
C -1.725 -1.626 -0.411 -0.46
C 4.454 0.790 0.850 -0.56
C 2.399 1.795 0.014 -0.67
C -4.306 -1.431 -0.402 -1.09
C -0.406 -1.530 0.264 0.87
C 2.580 -0.611 0.204 0.45
H 0.949 0.370 -0.636 0.60
H 4.098 2.928 0.684 0.17
H 5.495 0.752 1.220 0.30
H -1.726 -2.058 -1.447 0.15
H -4.030 -1.866 -1.440 0.25
H 4.402 -1.347 0.953 0.25
H -4.913 -0.610 -0.247 0.38
H -4.724 -2.242 0.221 0.25
H -2.037 -0.479 1.878 0.39
H 1.825 2.657 -0.230 0.41

***

3.
25
Properties=species:S:1:pos:R:3:mulliken_charge:R:1 method="wB97M-V/def2-TZVPD" charge=0 homo_energy_ev=-8.072 relative_energy_kcal_mol=29.2 homo_lumo_gap_ev=7.581 spin_multiplicity=1 e_tot_ha=-1409.0227
S 2.993 -1.126 -0.647 -0.30
S -1.989 2.063 -0.903 -0.24
O -0.482 -0.039 -0.517 -0.07
O 1.859 -1.097 1.607 -0.29
O -1.463 0.837 1.307 -0.43
C -0.264 0.018 -1.905 -0.49
C 2.315 1.109 0.849 -0.42
C -1.328 0.796 0.139 0.58
C 1.210 0.819 2.877 -0.54
C -0.931 -0.739 -2.811 -0.23
C 1.788 1.694 1.957 -0.11
C 2.319 -0.249 0.628 0.13
C 1.337 -0.500 2.730 -0.05
C -2.375 -2.265 -1.389 -0.55
C -2.044 -1.656 -2.486 -0.22
H 3.027 1.700 0.294 0.39
H 1.004 -1.277 3.520 0.34
H 0.505 0.695 -2.222 0.44
H 1.818 2.807 2.105 0.40
H -2.663 -2.003 -3.283 0.29
H -0.666 -0.608 -3.829 0.40
H 0.794 1.098 3.791 0.45
H -1.887 -1.997 -0.369 0.08
H -3.045 -3.116 -1.486 0.28
H -1.831 3.036 0.043 0.16

***

4.
22
Properties=species:S:1:pos:R:3:mulliken_charge:R:1 method="wB97M-V/def2-TZVPD" charge=0 homo_energy_ev="-7.313 / -7.312" relative_energy_kcal_mol=42.5 homo_lumo_gap_ev="7.617 / 7.617" spin_multiplicity=1 e_tot_ha=-860.3354
S -1.936 -1.060 -0.348 -0.09
O 0.671 1.786 0.417 -0.47
C 1.403 -1.599 -0.430 -0.73
C -0.643 1.562 -0.045 -0.13
C -0.630 -0.025 -0.318 -0.05
C -2.702 -0.593 1.150 -0.90
C -0.697 1.637 -1.554 -0.78
C 1.433 0.719 0.292 0.41
C 2.777 -1.595 -0.259 -0.41
C 2.812 0.655 0.408 -0.70
C 3.471 -0.541 0.197 -0.41
C 0.713 -0.388 -0.285 0.70
H -1.384 1.915 0.518 0.65
H 3.196 1.509 0.911 0.39
H -2.029 -0.148 1.923 0.35
H 3.374 -2.528 -0.572 0.24
H -1.681 1.471 -2.035 0.33
H -3.479 -1.351 1.427 0.33
H 4.518 -0.558 0.346 0.44
H 0.775 -2.417 -0.898 0.28
H -3.140 0.440 1.047 0.26
H 0.236 1.792 -2.117 0.29

***

5.
22
Properties=species:S:1:pos:R:3:mulliken_charge:R:1 method="wB97M-V/def2-TZVPD" charge=0 homo_energy_ev=-8.611 relative_energy_kcal_mol=0.0 homo_lumo_gap_ev=9.475 smiles=CS[C@@]12C[C@@H]1Oc1ccccc12 spin_multiplicity=1 e_tot_ha=-860.4031
S 2.441 -0.538 0.489 -0.14
O -0.366 2.163 -0.455 -0.46
C -2.201 -1.422 0.560 -0.65
C 0.988 1.938 -0.068 0.03
C 1.946 -1.409 -1.023 -0.70
C -0.821 -1.255 0.679 -0.09
C -2.490 0.858 -0.359 -0.82
C -0.329 0.032 0.367 -0.02
C 1.106 0.572 0.515 0.60
C -1.112 1.045 -0.096 0.11
C 1.222 1.776 1.414 -0.82
C -3.020 -0.387 0.042 -0.44
H -0.065 -2.005 0.986 0.39
H 0.994 -0.882 -1.144 0.22
H 1.688 2.565 -0.555 0.42
H -3.070 1.696 -0.697 0.42
H 1.847 -2.524 -0.983 0.28
H 0.509 1.872 2.296 0.23
H -4.018 -0.565 -0.079 0.50
H 2.547 -1.171 -1.953 0.32
H -2.791 -2.316 0.714 0.35
H 2.331 2.018 1.811 0.25

***

6.
22
Properties=species:S:1:pos:R:3:mulliken_charge:R:1 method="wB97M-V/def2-TZVPD" charge=0 homo_energy_ev=-8.439 relative_energy_kcal_mol=75.2 homo_lumo_gap_ev=8.226 spin_multiplicity=1 e_tot_ha=-860.2833
S 1.178 2.869 -0.105 -0.17
O -1.032 0.082 2.431 -0.48
C -1.110 0.797 -1.149 -0.51
C -2.243 -1.018 0.706 -0.71
C 0.238 1.695 0.875 -0.31
C -1.398 -0.006 1.162 0.77
C -2.029 -0.159 -1.537 -0.59
C -2.556 -1.112 -0.672 -0.67
C 3.336 -1.121 -0.584 -0.96
C 2.412 -0.378 0.281 0.38
C 1.603 0.140 1.006 -0.41
C -0.801 0.912 0.228 0.61
H -2.160 -0.145 -2.552 0.43
H -0.646 1.318 -2.021 0.23
H 2.694 -1.674 -1.301 0.24
H 1.939 1.953 -0.859 0.13
H -2.753 -1.677 1.328 0.35
H -3.144 -1.905 -1.074 0.41
H 0.131 2.133 1.792 0.43
H 3.921 -0.314 -1.114 0.25
H -1.540 -0.566 3.002 0.33
H 3.961 -1.825 0.156 0.25

***

7.
32
Properties=species:S:1:pos:R:3:mulliken_charge:R:1 method="wB97M-V/def2-TZVPD" charge=-1 homo_energy_ev=-5.257 homo_lumo_gap_ev=8.170 spin_multiplicity=1 e_tot_ha=-1529.7904
P -1.979 -0.727 -1.206 0.62
F -1.126 2.968 -3.005 -0.28
F 0.240 3.527 0.215 -0.35
F -1.290 4.786 -1.785 -0.32
F 1.232 4.119 -1.677 -0.35
O 1.247 0.989 0.037 -0.77
O -2.195 -1.097 -2.753 -0.55
O -2.216 -2.136 -0.473 -0.52
O -0.123 0.754 -1.862 -0.84
O -2.894 0.333 -0.739 -0.69
C 2.128 -2.889 1.711 -0.74
C 0.214 0.094 0.342 -0.20
C 1.631 -1.939 0.838 -0.35
C 0.831 -1.937 3.477 -0.63
C 0.374 3.169 -1.136 0.72
C -0.224 -0.392 -1.049 0.20
C 1.731 -2.893 3.035 -0.32
C 0.724 -0.975 1.271 0.45
C -1.016 3.433 -1.717 0.26
C 0.333 -0.988 2.596 -0.26
B 0.953 1.615 -1.300 0.74
H 1.999 1.618 -1.939 -0.31
H -1.782 2.979 -1.083 0.16
H 0.521 -1.922 4.516 0.37
H -2.462 -0.279 -3.196 0.35
H 2.842 -3.621 1.352 0.35
H 1.965 -1.929 -0.193 0.32
H -3.159 -2.197 -0.271 0.32
H 2.124 -3.631 3.723 0.37
H 0.401 -1.194 -1.461 0.44
H -0.364 -0.238 2.950 0.39
H -0.660 0.600 0.780 0.44

***

8.
32
Properties=species:S:1:pos:R:3:mulliken_charge:R:1 method="wB97M-V/def2-TZVPD" charge=+1 homo_energy_ev=-11.989 relative_energy_kcal_mol=185.1 homo_lumo_gap_ev=6.761 smiles="COB(O)c1n([PH2]=O)nc(OC(=O)c2ccccc2)[n+]1I" spin_multiplicity=1 e_tot_ha=-1591.5770
I 0.566 1.899 3.482 0.46
P -2.077 -2.326 0.046 0.31
O 2.355 -0.680 2.180 -0.29
O -2.588 2.083 2.111 -0.38
O -3.861 -0.114 1.793 -0.54
O -2.504 -1.458 -1.174 -0.58
O 3.722 1.076 1.389 -0.45
N 0.291 -1.774 1.030 -0.53
N 0.094 0.260 2.328 -0.14
N -0.992 -1.317 1.025 0.81
C 2.899 0.162 1.108 0.18
C 1.983 1.163 -1.333 -0.35
C 2.475 -0.021 -0.430 0.57
C 1.662 -0.463 -3.527 -0.38
C 1.604 0.941 -2.821 -0.46
C -2.147 2.756 0.883 -0.56
C 0.966 -0.797 1.823 0.27
C -1.209 -0.115 1.779 -0.07
C 2.532 -1.430 -1.146 -0.20
C 2.139 -1.669 -2.624 -0.45
B -2.648 0.648 1.910 0.64
H -3.285 -2.712 0.707 0.16
H 1.897 2.220 -0.915 0.40
H 2.185 -2.734 -3.065 0.34
H -1.262 2.237 0.369 0.22
H -3.014 2.856 0.124 0.26
H 1.381 -0.597 -4.638 0.35
H 1.266 1.828 -3.477 0.31
H -1.287 -3.404 -0.464 0.15
H -1.773 3.805 1.188 0.24
H 2.854 -2.346 -0.536 0.33
H -4.222 0.020 0.874 0.37

***

9.
30
Properties=species:S:1:pos:R:3:mulliken_charge:R:1 method="wB97M-V/def2-TZVPD" charge=0 homo_energy_ev=-9.436 homo_lumo_gap_ev=9.123 smiles="O=NN(CCCl)NC(=O)NC(=O)c1ccccc1O" spin_multiplicity=1 e_tot_ha=-1367.7082
Cl -0.712 4.562 -0.266 -0.20
O -1.389 0.283 3.340 -0.47
O -0.966 -0.192 -1.540 -0.76
O -2.911 -2.365 1.036 -0.60
O 1.033 -0.713 -3.211 -0.67
N -2.705 -0.038 1.117 -0.19
N -1.039 -1.538 0.337 -0.17
N -1.760 1.041 1.458 0.71
N -1.422 1.297 2.701 -0.34
C -0.375 -0.902 -0.712 0.97
C 1.059 -1.035 -0.888 0.39
C 1.791 -1.338 0.324 -0.49
C 1.723 -0.941 -2.091 0.45
C -2.351 -1.354 0.670 0.33
C -1.443 1.983 0.405 -0.33
C 3.728 -1.465 -0.991 -0.29
C -1.525 3.404 0.857 -0.55
C 2.997 -1.112 -2.104 -0.51
C 3.171 -1.666 0.231 -1.09
H -1.152 3.544 1.878 0.39
H 0.137 -0.269 -2.966 0.39
H 3.740 -1.981 1.051 0.48
H -2.579 3.656 0.892 0.38
H 4.770 -1.632 -1.118 0.39
H -0.391 1.774 0.090 0.17
H -3.679 0.186 1.266 0.20
H -2.058 1.879 -0.442 0.32
H 3.459 -1.042 -3.142 0.30
H -0.591 -2.450 0.498 0.35
H 1.443 -1.576 1.318 0.42

***

10.
25
Properties=species:S:1:pos:R:3:mulliken_charge:R:1 method="wB97M-V/def2-TZVPD" charge=0 homo_energy_ev=-7.784 relative_energy_kcal_mol=0.0 homo_lumo_gap_ev=8.564 smiles=CN1c2ccccc2O[C@]1(C)C(F)F spin_multiplicity=1 e_tot_ha=-717.3331
F -1.736 -1.706 -1.391 -0.27
F -0.784 -3.506 -0.739 -0.31
O 0.923 -1.128 -0.655 -0.44
N -0.598 -0.022 0.659 0.26
C 1.924 2.325 -1.719 -0.54
C -1.901 0.232 1.142 -1.16
C -0.062 -1.385 0.298 0.72
C 1.962 0.858 -1.658 -0.81
C 1.043 3.013 -0.961 -0.59
C -1.245 -2.285 -0.327 -0.06
C 1.005 0.225 -0.917 0.50
C 0.096 2.305 -0.137 -0.68
C 0.062 0.949 -0.135 0.84
C 0.418 -1.994 1.597 -1.51
H 1.003 4.063 -0.918 0.43
H -2.047 -2.416 0.359 0.39
H -0.351 2.959 0.597 0.34
H -2.122 -0.033 2.115 0.34
H 1.278 -1.384 1.989 0.34
H -2.048 1.288 1.049 0.37
H 2.632 0.320 -2.356 0.36
H 2.673 2.909 -2.150 0.41
H -2.621 -0.285 0.564 0.38
H -0.355 -2.193 2.255 0.40
H 0.852 -3.110 1.439 0.31

***

11.
26
Properties=species:S:1:pos:R:3:mulliken_charge:R:1 method="wB97M-V/def2-TZVPD" charge=0 homo_energy_ev=-7.169 relative_energy_kcal_mol=31.2 homo_lumo_gap_ev=7.213 spin_multiplicity=1 e_tot_ha=-1051.9531
Si -0.474 2.268 0.260 0.40
F -0.133 -0.007 -2.920 -0.25
F -1.756 -1.410 -2.824 -0.28
F 0.168 -2.045 -3.545 -0.31
O -1.714 2.751 -0.667 -0.53
C -0.038 -1.638 -1.205 0.04
C -0.680 -0.709 -0.128 0.10
C 0.100 -1.639 2.021 -0.39
C 1.218 0.296 1.164 -0.71
C 0.309 3.877 0.840 -1.04
C 0.120 0.557 0.271 0.33
C -0.882 -1.530 1.118 -0.76
C 0.786 -2.641 -0.959 -1.11
C 1.268 -0.809 1.940 -0.55
C -0.426 -1.289 -2.609 0.86
H 0.976 4.257 0.069 0.34
H -1.805 -2.082 1.209 0.34
H -0.004 -2.287 2.881 0.40
H 2.100 -0.997 2.599 0.42
H 1.072 -2.875 0.050 0.31
H -0.457 4.629 1.016 0.32
H 1.987 1.053 1.249 0.42
H -1.650 -0.409 -0.537 0.57
H 0.886 3.744 1.748 0.34
H -2.161 2.193 -1.298 0.35
H 1.190 -3.258 -1.744 0.39

***

12.
27
Properties=species:S:1:pos:R:3:mulliken_charge:R:1 method="wB97M-V/def2-TZVPD" charge=0 homo_energy_ev=-8.690 relative_energy_kcal_mol=37.6 homo_lumo_gap_ev=8.160 smiles="CCCOC(=O)Cn1cc(I)c(=O)c(I)c1" spin_multiplicity=1 e_tot_ha=-1263.4158
I -2.959 4.183 3.451 0.04
I -4.279 0.571 -1.897 0.05
O -4.162 3.074 0.488 -0.50
O -0.146 -2.188 -0.036 -0.59
O 1.672 -0.850 0.614 -0.33
N -1.029 0.655 1.361 0.14
C -2.966 1.119 -0.092 -0.82
C 3.058 -0.817 -2.949 -1.26
C 1.939 -1.071 -1.905 -0.13
C -3.375 2.247 0.741 1.04
C -2.498 2.468 2.017 -0.62
C -0.379 -0.649 1.902 -0.65
C 2.425 -1.406 -0.481 -0.61
C -1.888 0.349 0.259 -0.11
C -1.265 1.762 2.177 -0.07
C 0.423 -1.321 0.752 0.68
H 2.577 -2.463 -0.382 0.31
H 3.330 -0.844 -0.387 0.42
H -1.216 -1.304 2.300 0.34
H 2.613 -0.501 -3.890 0.35
H 3.708 -1.705 -3.080 0.34
H 1.386 -0.170 -1.724 0.27
H -1.790 -0.612 -0.226 0.43
H 3.888 -0.138 -2.586 0.32
H -0.684 2.055 3.090 0.32
H 0.341 -0.535 2.722 0.39
H 1.277 -1.909 -2.238 0.26